(1)
{"formula": "C51H90F5N3O21", "method": "ωB97M-V/def2-TZVPD", "smiles": "CC1(C)CCCC(C)(C)N1O.CC1(C)CCCC(C)(C)N1O.CC1(C)CCCC(C)(C)N1O.O=C1OC[C@@H](F)O1.O=C1OC[C@@H](F)O1.O=C1OC[C@@H](F)O1.O=C1OC[C@@H](F)O1.O=C1OC[C@@H](F)O1.CC(C)=O.CC(C)=O.CC(C)=O", "species": ["C", "C", "C", "C", "C", "C", "N", "O", "C", "C", "C", "H", "H", "H", "H", "H", "H", "H", "H", "H", "H", "H", "H", "H", "H", "H", "H", "H", "H", "H", "C", "C", "C", "C", "C", "C", "N", "O", "C", "C", "C", "H", "H", "H", "H", "H", "H", "H", "H", "H", "H", "H", "H", "H", "H", "H", "H", "H", "H", "H", "C", "C", "C", "C", "C", "C", "N", "O", "C", "C", "C", "H", "H", "H", "H", "H", "H", "H", "H", "H", "H", "H", "H", "H", "H", "H", "H", "H", "H", "H", "C", "C", "O", "C", "H", "H", "H", "H", "H", "H", "C", "C", "O", "C", "H", "H", "H", "H", "H", "H", "C", "C", "O", "C", "H", "H", "H", "H", "H", "H", "C", "C", "O", "C", "O", "O", "F", "H", "H", "H", "C", "C", "O", "C", "O", "O", "F", "H", "H", "H", "C", "C", "O", "C", "O", "O", "F", "H", "H", "H", "C", "C", "O", "C", "O", "O", "F", "H", "H", "H", "C", "C", "O", "C", "O", "O", "F", "H", "H", "H"], "xyz": [[-23.465, -18.866, 19.829], [-24.648, -17.920, 19.426], [-25.747, -18.245, 20.516], [-25.475, -17.573, 21.895], [-25.518, -16.022, 21.692], [-24.444, -15.550, 20.599], [-24.410, -16.496, 19.410], [-23.539, -16.133, 18.381], [-24.771, -14.075, 20.101], [-23.040, -15.566, 21.231], [-25.263, -18.281, 18.047], [-23.166, -18.653, 20.855], [-22.530, -18.745, 19.281], [-23.803, -19.900, 19.900], [-26.750, -17.954, 20.206], [-25.895, -19.285, 20.808], [-24.492, -17.774, 22.321], [-26.192, -17.813, 22.680], [-25.274, -15.652, 22.688], [-26.538, -15.744, 21.425], [-24.010, -13.657, 19.442], [-25.673, -13.996, 19.494], [-24.994, -13.323, 20.858], [-22.601, -16.548, 21.404], [-22.395, -15.043, 20.524], [-22.925, -14.939, 22.115], [-24.826, -17.889, 17.128], [-26.320, -18.023, 18.101], [-25.461, -19.349, 17.960], [-22.745, -16.118, 18.921], [-28.709, -20.710, 10.646], [-28.285, -19.567, 11.551], [-29.631, -19.006, 12.074], [-29.627, -18.228, 13.403], [-28.825, -19.092, 14.486], [-27.428, -19.428, 13.997], [-27.472, -20.099, 12.665], [-26.203, -20.548, 12.142], [-26.487, -18.170, 13.971], [-26.794, -20.529, 14.956], [-27.579, -18.499, 10.727], [-27.936, -21.151, 10.016], [-29.379, -20.296, 9.893], [-29.299, -21.435, 11.207], [-30.109, -18.285, 11.411], [-30.475, -19.684, 11.955], [-30.614, -17.999, 13.805], [-29.218, -17.228, 13.260], [-29.336, -20.040, 14.653], [-28.728, -18.564, 15.435], [-26.917, -17.428, 13.298], [-26.342, -17.807, 14.989], [-25.486, -18.423, 13.621], [-25.743, -20.698, 14.721], [-26.922, -20.337, 16.022], [-27.120, -21.530, 14.674], [-27.464, -17.619, 11.360], [-27.976, -18.212, 9.753], [-26.498, -18.623, 10.667], [-26.461, -21.376, 11.729], [-15.269, -15.217, 19.129], [-16.331, -15.860, 18.260], [-17.473, -16.206, 19.366], [-18.831, -16.535, 18.740], [-19.191, -15.393, 17.697], [-18.112, -15.216, 16.624], [-16.794, -14.972, 17.256], [-15.851, -14.614, 16.368], [-18.137, -16.322, 15.582], [-18.473, -13.874, 16.012], [-15.821, -17.247, 17.712], [-15.548, -14.203, 19.415], [-14.351, -15.099, 18.553], [-14.947, -15.699, 20.052], [-17.246, -17.172, 19.817], [-17.519, -15.290, 19.956], [-19.707, -16.479, 19.385], [-18.950, -17.491, 18.230], [-19.120, -14.516, 18.340], [-20.250, -15.523, 17.472], [-19.044, -16.114, 15.016], [-17.339, -16.399, 14.844], [-18.388, -17.285, 16.027], [-19.437, -13.891, 15.504], [-18.720, -13.014, 16.635], [-17.707, -13.492, 15.337], [-16.615, -17.976, 17.550], [-15.017, -17.818, 18.175], [-15.284, -16.929, 16.818], [-15.756, -13.660, 16.419], [-27.203, -13.686, 10.092], [-28.370, -13.582, 11.115], [-28.928, -12.504, 11.240], [-28.611, -14.740, 12.154], [-26.292, -13.506, 10.663], [-27.337, -12.850, 9.405], [-27.212, -14.605, 9.507], [-29.554, -14.409, 12.591], [-27.841, -14.716, 12.925], [-28.784, -15.728, 11.728], [-27.398, -11.719, 15.407], [-26.129, -11.043, 16.077], [-25.751, -11.278, 17.238], [-25.328, -10.101, 15.148], [-28.234, -11.026, 15.494], [-27.579, -12.666, 15.915], [-27.183, -12.058, 14.393], [-24.516, -9.609, 15.684], [-25.993, -9.308, 14.807], [-24.921, -10.548, 14.241], [-24.958, -14.883, 15.317], [-23.959, -13.760, 15.092], [-23.595, -13.484, 13.976], [-23.182, -13.086, 16.214], [-25.098, -14.826, 16.397], [-24.463, -15.842, 15.165], [-25.967, -14.806, 14.914], [-23.603, -13.100, 17.219], [-22.806, -12.077, 16.046], [-22.294, -13.719, 16.188], [-23.092, -15.316, 11.333], [-22.689, -16.611, 10.586], [-23.190, -16.484, 9.243], [-23.374, -15.139, 9.046], [-23.557, -14.638, 7.930], [-23.066, -14.395, 10.140], [-23.264, -17.645, 11.139], [-22.459, -15.058, 12.182], [-24.129, -15.376, 11.663], [-21.608, -16.729, 10.509], [-20.765, -10.347, 17.788], [-21.330, -9.068, 18.332], [-22.142, -9.471, 19.456], [-21.863, -10.745, 19.809], [-22.133, -11.425, 20.801], [-20.913, -11.222, 18.908], [-22.029, -8.483, 17.322], [-19.729, -10.490, 17.483], [-21.464, -10.549, 16.976], [-20.540, -8.409, 18.691], [-23.073, -19.877, 14.737], [-22.874, -18.460, 14.369], [-21.568, -18.392, 14.077], [-20.917, -19.454, 14.594], [-19.706, -19.547, 14.664], [-21.783, -20.315, 15.198], [-23.131, -17.688, 15.351], [-23.304, -20.555, 13.916], [-23.710, -19.942, 15.618], [-23.405, -18.035, 13.518], [-22.985, -7.800, 11.567], [-23.806, -7.308, 12.763], [-23.127, -8.055, 13.789], [-22.522, -9.127, 13.406], [-22.023, -9.995, 14.129], [-22.384, -9.087, 12.076], [-25.118, -7.712, 12.563], [-22.150, -7.115, 11.428], [-23.681, -7.914, 10.735], [-23.855, -6.226, 12.888], [-31.122, -17.305, 16.535], [-31.686, -16.203, 15.680], [-30.501, -15.804, 15.126], [-29.507, -15.913, 15.978], [-28.357, -15.617, 15.702], [-29.915, -16.683, 17.011], [-32.215, -15.318, 16.464], [-30.813, -18.227, 16.041], [-31.694, -17.483, 17.445], [-32.277, -16.583, 14.846]]}

***

(2)
{"formula": "C4H15N2O", "method": "ωB97M-V/def2-TZVPD", "relative_energy_kj_mol": 48.5, "charge": 1, "species": ["C", "N", "C", "N", "C", "C", "H", "H", "H", "H", "H", "H", "H", "H", "H", "H", "H", "H", "H", "H", "H", "O"], "xyz": [[-0.103, 1.599, 1.256], [-1.333, 2.323, 1.009], [-0.154, 0.129, 0.744], [-1.150, 0.109, -0.414], [1.243, -1.943, 0.085], [1.192, -0.433, 0.392], [0.726, 2.057, 0.709], [0.211, 1.563, 2.299], [-1.105, 3.270, 0.734], [-1.893, 2.418, 1.846], [-0.670, -0.448, 1.513], [-1.075, -0.752, -0.967], [-1.116, 0.936, -1.009], [-2.074, 0.051, 0.013], [0.465, -2.175, -0.624], [2.192, -2.164, -0.388], [1.127, -2.498, 1.011], [1.687, 0.225, -0.320], [1.785, -0.271, 1.293], [0.607, -1.785, -2.792], [-0.530, -1.164, -3.604], [-0.032, -1.047, -2.786]]}

***

(3)
{"formula": "C6H10N2", "method": "ωB97M-V/def2-TZVPD", "relative_energy_kj_mol": 757.1, "species": ["C", "C", "C", "C", "C", "C", "H", "H", "H", "H", "H", "H", "H", "H", "H", "H", "N", "N"], "xyz": [[2.058, 0.834, 0.044], [0.909, 0.158, -0.111], [0.288, -1.003, 0.765], [-1.351, -0.553, 0.473], [-1.241, 0.976, 0.668], [-0.490, 0.796, -0.587], [2.051, 1.678, -0.849], [3.146, 0.171, 0.258], [1.590, 1.511, 0.799], [0.597, -1.539, -1.064], [0.881, -1.112, 1.641], [-2.474, -1.107, 0.685], [-0.920, 1.122, 1.668], [-2.256, 1.583, 0.711], [-0.251, 1.715, -1.300], [-2.331, 0.136, -0.913], [1.174, -1.217, -0.292], [-1.328, -0.413, -1.016]]}

***

(4)
{"formula": "C17H18AsN9O6STi", "method": "ωB97M-V/def2-TZVPD", "relative_energy_kj_mol": 232.0, "charge": -2, "species": ["Ti", "C", "C", "C", "C", "C", "C", "C", "C", "C", "H", "H", "H", "H", "H", "H", "H", "H", "H", "H", "H", "H", "N", "C", "N", "N", "N", "N", "C", "N", "N", "N", "N", "H", "O", "As", "O", "O", "C", "C", "C", "C", "C", "C", "S", "O", "O", "O", "H", "H", "H", "H", "H"], "xyz": [[0.264, -0.637, 0.116], [-2.500, 2.421, -1.458], [-2.105, 2.294, -0.012], [-2.902, 1.588, 0.885], [-2.500, 1.379, 2.198], [-3.315, 0.518, 3.125], [-1.293, 1.920, 2.624], [-0.489, 2.653, 1.759], [0.828, 3.212, 2.225], [-0.907, 2.831, 0.444], [-3.227, 3.226, -1.603], [-2.945, 1.488, -1.807], [-1.622, 2.614, -2.074], [-3.814, 1.121, 0.527], [-4.032, 1.113, 3.700], [-2.664, -0.006, 3.825], [-3.870, -0.237, 2.567], [-0.931, 1.698, 3.622], [0.702, 4.220, 2.635], [1.535, 3.269, 1.397], [1.263, 2.579, 2.998], [-0.258, 3.346, -0.255], [3.446, 0.437, 0.111], [2.917, 0.094, 1.341], [3.646, -0.206, 2.398], [2.735, -0.351, 3.389], [1.546, -0.154, 2.954], [1.609, 0.149, 1.629], [2.667, 0.897, -0.934], [3.164, 1.366, -2.062], [2.070, 1.764, -2.754], [0.998, 1.540, -2.086], [1.331, 0.984, -0.892], [4.348, 0.063, -0.122], [-3.862, -2.721, 0.608], [-2.200, -1.693, -0.132], [-1.103, -1.214, 1.217], [-0.901, -0.547, -1.168], [-1.433, -3.512, -0.670], [-2.460, -4.355, -1.102], [-2.223, -5.619, -1.622], [-0.930, -6.098, -1.725], [0.115, -5.302, -1.288], [-0.125, -4.035, -0.764], [1.339, -3.194, -0.172], [2.469, -4.055, -0.387], [1.055, -2.771, 1.190], [1.408, -1.925, -0.975], [-4.303, -1.982, 1.042], [-3.477, -4.003, -0.997], [-3.060, -6.231, -1.941], [-0.729, -7.084, -2.128], [1.137, -5.650, -1.334]]}

***

(5)
{"formula": "C24H71N13O9", "method": "ωB97M-V/def2-TZVPD", "smiles": "COC[C@H](C)N.COC[C@H](C)N.COC[C@H](C)N.COC[C@H](C)N.COC[C@H](C)N.NC(N)=O.NC(N)=O.NC(N)=O.NC(N)=O", "relative_energy_kj_mol": 194.7, "species": ["C", "O", "N", "N", "H", "H", "H", "H", "C", "O", "N", "N", "H", "H", "H", "H", "C", "O", "N", "N", "H", "H", "H", "H", "C", "O", "N", "N", "H", "H", "H", "H", "C", "C", "C", "O", "C", "N", "H", "H", "H", "H", "H", "H", "H", "H", "H", "H", "H", "C", "C", "C", "O", "C", "N", "H", "H", "H", "H", "H", "H", "H", "H", "H", "H", "H", "C", "C", "C", "O", "C", "N", "H", "H", "H", "H", "H", "H", "H", "H", "H", "H", "H", "C", "C", "C", "O", "C", "N", "H", "H", "H", "H", "H", "H", "H", "H", "H", "H", "H", "C", "C", "C", "O", "C", "N", "H", "H", "H", "H", "H", "H", "H", "H", "H", "H", "H"], "xyz": [[-0.055, 5.060, -1.264], [0.110, 6.255, -1.516], [-0.025, 4.060, -2.184], [-0.350, 4.655, 0.007], [0.436, 4.139, -3.068], [-0.389, 3.162, -1.903], [-0.526, 5.392, 0.662], [-0.509, 3.683, 0.181], [3.632, 0.269, 1.380], [4.438, 0.885, 2.052], [3.324, 0.607, 0.083], [2.980, -0.850, 1.849], [2.705, -0.013, -0.417], [3.735, 1.463, -0.235], [3.154, -1.145, 2.787], [2.355, -1.256, 1.184], [-4.738, 3.550, 1.731], [-3.517, 3.685, 1.681], [-5.464, 2.526, 1.158], [-5.529, 4.367, 2.509], [-6.460, 2.487, 1.237], [-5.009, 1.855, 0.531], [-6.478, 4.109, 2.671], [-5.032, 5.155, 2.887], [-4.546, -0.676, 0.144], [-4.067, 0.425, -0.161], [-5.670, -0.855, 0.909], [-3.982, -1.808, -0.353], [-5.942, -1.794, 1.096], [-6.043, 0.028, 1.212], [-4.271, -2.726, -0.081], [-3.125, -1.711, -0.870], [5.786, -2.486, -0.186], [6.260, -1.057, 0.190], [7.556, -1.158, 0.986], [8.145, 0.109, 1.227], [7.687, 0.754, 2.412], [6.362, -0.269, -1.066], [5.829, -3.242, 0.605], [6.349, -2.898, -1.025], [4.738, -2.419, -0.487], [5.444, -0.664, 0.801], [8.305, -1.682, 0.376], [7.496, -1.753, 1.906], [6.601, 0.792, 2.399], [8.132, 1.740, 2.520], [8.088, 0.185, 3.264], [7.283, 0.159, -1.031], [5.660, 0.454, -0.976], [1.319, -3.647, -4.302], [2.444, -4.697, -4.373], [2.393, -5.768, -3.298], [2.488, -5.158, -2.005], [3.821, -5.312, -1.520], [2.348, -5.360, -5.697], [1.384, -2.948, -5.136], [1.444, -3.052, -3.388], [0.310, -4.054, -4.217], [3.393, -4.158, -4.422], [3.229, -6.399, -3.608], [1.420, -6.257, -3.329], [4.536, -4.714, -2.094], [4.126, -6.358, -1.461], [3.855, -4.899, -0.510], [1.368, -5.580, -5.867], [2.562, -4.785, -6.502], [-0.876, 0.763, 1.641], [-0.538, 1.307, 0.264], [-0.355, 0.168, -0.743], [0.869, -0.506, -0.621], [0.964, -1.694, -1.381], [-1.705, 2.066, -0.242], [-0.068, 0.279, 2.200], [-1.698, 0.041, 1.686], [-1.270, 1.580, 2.255], [0.357, 1.934, 0.249], [-0.443, 0.574, -1.759], [-1.191, -0.544, -0.690], [0.072, -2.305, -1.210], [1.858, -2.299, -1.227], [0.962, -1.473, -2.456], [-1.952, 2.655, 0.554], [-2.489, 1.418, -0.273], [-4.229, 1.616, 4.813], [-4.723, 2.388, 6.036], [-4.345, 1.755, 7.370], [-5.081, 0.568, 7.515], [-4.767, -0.154, 8.687], [-4.186, 3.755, 5.964], [-4.480, 2.169, 3.903], [-4.805, 0.694, 4.712], [-3.152, 1.473, 4.753], [-5.814, 2.507, 6.083], [-4.719, 2.446, 8.143], [-3.263, 1.605, 7.461], [-3.701, -0.409, 8.652], [-5.263, -1.125, 8.687], [-5.101, 0.427, 9.552], [-4.608, 4.255, 6.755], [-4.641, 4.296, 5.231], [-2.540, 1.572, -4.443], [-2.102, 0.090, -4.556], [-0.591, -0.002, -4.518], [-0.134, 0.345, -5.816], [1.216, 0.727, -5.810], [-2.679, -0.626, -3.372], [-2.296, 1.939, -3.442], [-3.628, 1.650, -4.512], [-2.105, 2.174, -5.241], [-2.488, -0.244, -5.519], [-0.214, -0.998, -4.243], [-0.221, 0.640, -3.707], [1.905, -0.098, -5.582], [1.448, 1.570, -5.148], [1.458, 1.087, -6.814], [-3.642, -0.292, -3.385], [-2.309, -0.168, -2.541]]}

***

(6)
{"formula": "C3H8O2", "method": "ωB97M-V/def2-TZVPD", "smiles": "C=C(C)O.O", "relative_energy_kj_mol": 127.1, "species": ["C", "C", "O", "C", "H", "H", "H", "H", "H", "H", "H", "H", "O"], "xyz": [[-1.941, 0.856, -0.624], [-0.811, 0.179, -0.422], [0.340, 0.681, 0.129], [-0.635, -1.294, -0.659], [-2.698, 0.285, -1.136], [-2.032, 1.824, -0.155], [0.414, 1.620, -0.084], [-0.028, -1.410, -1.562], [-0.111, -1.790, 0.155], [-1.558, -1.827, -0.873], [1.658, -0.758, 1.440], [2.305, 0.600, 1.285], [2.503, -0.335, 1.271]]}

***

Number 1: HOMO level -7.8971 eV, DFT total energy -115392.7219 eV. Number 2: HOMO level -13.9800 eV, DFT total energy -9413.1591 eV. Number 3: HOMO level -8.5812 eV, DFT total energy -9356.5897 eV. Number 4: HOMO level -2.2926 eV, DFT total energy -138410.3120 eV. Number 5: HOMO level -8.9845 eV, DFT total energy -63838.6871 eV. Number 6: HOMO level -9.1952 eV, DFT total energy -7334.7333 eV.